one | 22
Properties=species:S:1:pos:R:3 method="wB97M-V/def2-TZVPD" orbital_gap_ev=8.172 total_charge=0
C -2.4384 0.3068 -1.1325
N -1.6329 -0.7486 -0.5554
C 0.8049 0.3804 -0.5687
C 1.5092 -0.3296 -1.4739
O 0.4108 1.6771 -0.8050
H 0.9673 2.0134 -1.5178
H -1.6970 -1.5852 -1.1282
H -2.2858 0.4555 -2.2120
H -3.4992 0.0794 -0.9877
H -2.2398 1.2442 -0.6135
H 1.9367 -1.2900 -1.2570
H 1.7172 0.1040 -2.4394
C 1.2253 -1.2600 1.3024
C 0.3703 0.9745 1.8186
N 0.6359 -0.0311 0.7997
H -0.6508 -0.8170 0.1166
H 0.4030 -1.8643 1.7002
H 1.9380 -1.0609 2.1006
H 1.6626 -1.9331 0.5707
H -0.4812 0.6332 2.4151
H 0.1081 1.9400 1.3989
H 1.2360 1.1112 2.4681

***

two | 22
Properties=species:S:1:pos:R:3 method="wB97M-V/def2-TZVPD" orbital_gap_ev=9.089 total_charge=0
C -0.2500 -1.1227 -0.1151
C -0.0566 1.1826 -0.0061
C 0.3413 -1.6542 1.1775
C -0.9671 1.8854 -1.0039
C -0.6507 1.2481 1.3936
N 0.4392 -0.2102 -0.9375
N 1.8048 -0.4017 -1.0118
O -0.3661 -2.4392 -1.1019
H 0.3471 -2.5630 -1.7477
H -1.3249 -0.9623 -0.0925
H 0.9040 1.7085 0.0266
H 2.1135 -1.3604 -0.8433
H 2.2079 0.0169 -1.8449
H -0.3460 -1.5099 2.0108
H 0.5480 -2.7259 1.1223
H 1.2950 -1.2069 1.4755
H 0.0222 0.8485 2.1541
H -1.2398 2.8848 -0.6451
H -0.4803 2.0172 -1.9728
H -1.8890 1.3161 -1.1599
H -1.6258 0.7551 1.4459
H -0.8268 2.2932 1.6763

***

three | 22
Properties=species:S:1:pos:R:3 method="wB97M-V/def2-TZVPD" orbital_gap_ev=9.695 total_charge=0
C 0.2986 0.1830 0.0579
C -0.7979 -0.3092 1.2384
C -0.4023 -0.2738 -1.2027
C 0.4539 1.7045 0.1602
C 1.6351 -0.5227 0.3079
N -1.1657 -1.7007 1.2433
N 0.4872 0.1023 -2.4298
O -1.9665 0.4768 1.3201
H -2.3601 0.5451 0.4397
H -0.2558 -0.1146 2.1695
H -1.6415 -1.8981 2.1232
H -1.8631 -1.8756 0.5252
H 0.6913 1.0955 -2.5107
H 1.3162 -0.4837 -2.5140
H -1.3537 0.2351 -1.3668
H -0.5179 -1.3577 -1.2623
H 1.2695 2.0640 -0.4739
H 1.9850 -0.3314 1.3289
H -0.4598 2.2237 -0.1442
H 0.6854 1.9994 1.1899
H 2.4079 -0.1570 -0.3752
H 1.5543 -1.6051 0.1754

***

Of them, the most stable is three and the least stable is two.

***

one | 22
Properties=species:S:1:pos:R:3 method="wB97M-V/def2-TZVPD" orbital_gap_ev=3.664 total_charge=0
N -0.1589 -0.7847 -2.5946
C -0.1897 -1.1185 -1.1705
C -1.5853 -1.5318 -0.6056
O -2.1624 1.0747 1.2039
C 0.0116 0.3844 -0.6860
N 0.6936 0.3843 0.6799
C 2.1075 -0.0549 0.6379
C 0.5902 1.5992 1.4428
H -3.0257 1.1710 1.6199
H -0.1087 -1.6575 -3.0786
H 0.7375 -1.8366 -0.8277
H -1.6573 -2.6006 -0.4263
H -1.9708 -0.9637 0.2653
H -2.3046 -1.4534 -1.4591
H 0.7958 0.9483 -1.4060
H -0.9432 0.9510 -0.5956
H 2.4670 -0.1146 1.6590
H 2.2962 -1.0373 0.2180
H 2.5452 0.8501 0.0109
H -0.3693 1.9852 1.8141
H 1.1556 1.3298 2.4785
H 1.0755 2.4756 0.8196

***

two | 22
Properties=species:S:1:pos:R:3 method="wB97M-V/def2-TZVPD" orbital_gap_ev=9.203 total_charge=0
C -2.2849 0.2433 -0.7232
N -1.1315 -0.5415 -0.2691
C 0.2113 -0.0534 -0.6474
C 1.1015 0.0395 0.6531
C 0.6699 1.0374 1.7554
N -0.1851 0.4248 2.7337
C 0.8848 -1.0142 -1.6272
O 2.2281 -0.6849 -2.0266
H -2.8744 -0.3386 -1.4252
H -2.8186 0.5926 0.1741
H -1.9706 1.2056 -1.1254
H -1.1220 -1.4999 -0.5978
H 0.1375 0.9063 -1.1825
H 1.0057 -0.9787 1.0376
H 2.0795 0.1530 0.1738
H 1.6530 1.3719 2.1056
H 0.1813 1.9211 1.3476
H -1.1702 0.6030 2.5782
H -0.0527 -0.5470 2.9894
H 0.9466 -1.9593 -1.0740
H 0.3474 -1.1082 -2.5685
H 2.1634 0.2272 -2.2816

***

three | 22
Properties=species:S:1:pos:R:3 method="wB97M-V/def2-TZVPD" orbital_gap_ev=10.088 total_charge=0
C -0.7066 -2.2414 -0.9648
C 0.5392 -2.4508 -0.0587
C 0.9830 -1.2063 0.7029
C 1.3117 0.0088 -0.1828
N 0.7892 2.2790 1.4769
C -0.0059 1.8832 0.4321
N 0.1666 0.8801 -0.3193
H -0.6335 -1.3254 -1.5529
H -0.8097 -3.0553 -1.6487
H -1.5750 -2.1075 -0.3143
H 0.3039 -3.2731 0.6127
H 1.3329 -2.7820 -0.7201
H 1.7670 -1.5403 1.3903
H 0.1591 -0.8946 1.3465
H 1.5559 -0.3324 -1.1958
H 2.2310 0.4766 0.2146
H 1.7433 1.9889 1.5785
H 0.4735 3.0443 2.0411
H -0.8689 2.5169 0.2325
H -3.3197 0.7069 -0.5049
H -1.8181 0.6511 -0.7886
O -2.6441 1.0720 -1.0906

***

four | 22
Properties=species:S:1:pos:R:3 method="wB97M-V/def2-TZVPD" orbital_gap_ev=10.054 total_charge=0
C 0.4753 -0.4459 0.4005
C -0.3463 0.7250 0.1881
C -1.9176 0.0116 0.5154
C 0.5042 -1.5436 -0.6313
C -2.9802 0.6553 -0.3545
N 1.9467 0.5682 0.3917
N 2.5068 0.6627 -0.8673
O 2.8547 -0.1713 1.3012
H 3.1540 0.4939 1.9325
H 0.4618 -0.8216 1.4239
H 2.8677 -0.2325 -1.2038
H 3.2762 1.3299 -0.8636
H -0.3355 1.0975 -0.8318
H -0.2268 1.5016 0.9363
H -2.0111 -1.0728 0.4641
H -2.0541 0.2590 1.5688
H -0.2280 -2.3141 -0.3951
H 1.4933 -2.0046 -0.6139
H 0.3129 -1.1599 -1.6313
H -2.8220 0.3993 -1.4022
H -2.9535 1.7412 -0.2626
H -3.9785 0.3210 -0.0651

***

Of them, the most stable is three and the least stable is one.

***

one | 22
Properties=species:S:1:pos:R:3 method="wB97M-V/def2-TZVPD" orbital_gap_ev=8.752 total_charge=0
C -0.7565 -0.1241 -0.6817
N 0.1196 -0.6737 -1.7132
C 1.1830 0.1233 -2.3204
N 2.5344 -0.2973 -2.0534
C -0.1136 0.7826 0.3436
C -0.9311 1.2303 1.5412
C -1.6422 0.0331 2.2150
O -0.5359 -0.8960 2.4822
H -1.1345 -1.0312 -0.1945
H -1.5310 0.4189 -1.2621
H 0.2522 -1.6589 -1.8547
H 1.0440 0.0833 -3.4085
H 0.9787 1.1128 -1.9002
H 3.0352 -0.7370 -2.7987
H 2.7260 -0.3429 -1.0726
H 0.7756 0.2653 0.7163
H 0.1069 1.6750 -0.2581
H -1.7021 1.9741 1.3650
H -0.1962 1.4188 2.3335
H -2.0228 0.2551 3.2034
H -2.2141 -0.5667 1.4995
H -0.8110 -1.4893 3.1801

***

two | 22
Properties=species:S:1:pos:R:3 method="wB97M-V/def2-TZVPD" orbital_gap_ev=9.053 total_charge=0
C 1.7445 0.3066 0.1081
C 1.6850 -0.9749 0.7852
C 1.0204 0.3092 -1.6218
O 1.1027 1.3114 0.8420
H 1.0800 2.1067 0.3017
H 2.7347 0.6080 -0.2411
H 1.7518 -0.8987 1.8692
H 2.3704 -1.7132 0.3836
H 0.4288 -1.3188 0.7109
H 1.3300 1.3170 -1.9151
H 1.6470 -0.4097 -2.1449
H 0.0197 0.1975 -2.0252
C -2.2779 0.5726 -0.5927
N -1.3568 -0.4313 1.8727
C -1.5304 -0.7094 -0.4044
N -1.0742 -1.1579 0.7187
H -0.9164 0.4869 1.8494
H -0.9907 -0.9470 2.6625
H -1.3446 -1.3478 -1.2567
H -1.7528 1.4081 -0.1308
H -2.4104 0.7861 -1.6521
H -3.2605 0.4987 -0.1190

***

three | 22
Properties=species:S:1:pos:R:3 method="wB97M-V/def2-TZVPD" orbital_gap_ev=9.916 total_charge=0
C -0.2604 -0.7374 0.3052
N -1.4133 -0.9031 -0.5820
C -2.4451 -1.7969 -0.1667
O -2.5087 -3.0322 -0.9333
C 0.6476 0.3483 -0.2227
C 1.6578 0.8066 0.8409
C 2.4959 2.0053 0.3935
N 1.7559 3.2529 0.3440
H -0.6635 -0.4639 1.2820
H 0.2838 -1.6738 0.4492
H -1.1719 -1.0607 -1.5540
H -3.4283 -1.3646 -0.2984
H -2.3412 -2.1209 0.8696
H -1.7080 -3.1051 -1.4666
H 1.2241 -0.1104 -1.0323
H 0.0659 1.1835 -0.6067
H 2.3312 -0.0323 1.0675
H 1.1331 1.0900 1.7546
H 2.8981 1.7856 -0.5928
H 3.3653 2.0433 1.0510
H 0.7590 3.1071 0.2706
H 1.9368 3.8755 1.1175

***

four | 22
Properties=species:S:1:pos:R:3 method="wB97M-V/def2-TZVPD" orbital_gap_ev=9.179 total_charge=0
C 1.5036 0.0335 -1.5872
C -0.5928 -1.2192 -2.0518
C -0.3331 2.0691 1.3162
C -0.4342 -0.1024 2.1701
C 0.2881 -0.6705 -0.9833
N -0.8695 0.1855 -0.0510
N -0.1068 0.6704 1.0360
O 0.7062 -1.7433 -0.2013
H 1.1200 0.8205 -2.3580
H 2.1936 -0.6373 -2.0670
H 2.0472 0.5194 -0.7518
H -1.5331 -0.6278 -2.3526
H -1.0511 -2.1729 -1.8486
H -0.1024 -1.4384 -2.8930
H -1.0325 2.2483 2.0515
H 0.4975 2.6818 1.5728
H -0.6654 2.5971 0.5035
H -1.4298 0.1541 2.7696
H -0.4292 -1.1595 2.0740
H 0.3991 -0.0508 3.0727
H -1.5336 -0.5427 0.0448
H 1.3581 -1.6152 0.5343

***

Of them, the most stable is three and the least stable is two.